No. 1
Formula: C6H12O
Source: the Open Molecules 2025 dataset
Level of theory: wB97M-V/def2-TZVPD

The value obtained for the LUMO energy is 0.040 Ha. The SMILES is CCC(C=O)CC. Its HOMO energy is -0.3540 Eh. Its total charge is 0. Its multiplicity is 1. For the maximum force, the calculation gives 1.20 eV/Å. Its energy relative to the best compared isomer or geometry (same formula, charge and spin) is 0.6033 eV.

Last column: Löwdin charge in e.
Atoms and positions in Å:
O (1.4240, -1.9794, 0.4310)  0.042
C (0.9817, 0.1363, -2.3698)  -0.105
C (-0.8993, 0.5687, 1.0312)  -0.235
C (-0.6496, 0.1759, 2.4849)  -0.105
C (0.1472, 0.0050, 0.0536)  -0.316
C (-0.1046, 0.5306, -1.3720)  -0.234
C (0.3455, -1.5205, 0.1248)  -0.228
H (-0.1736, 1.6282, -1.3172)  0.113
H (1.0447, -0.9522, -2.4793)  0.073
H (0.7846, 0.5623, -3.3593)  0.071
H (-1.9050, 0.2531, 0.7234)  0.114
H (-1.3814, 0.6394, 3.1550)  0.071
H (-0.3843, -2.3217, -0.0830)  0.131
H (1.9646, 0.4912, -2.0396)  0.081
H (1.1403, 0.3544, 0.3753)  0.144
H (-1.0845, 0.1838, -1.7259)  0.114
H (-0.7156, -0.9097, 2.6181)  0.073
H (-0.8843, 1.6661, 0.9389)  0.114
H (0.3494, 0.4884, 2.8098)  0.081

=====

No. 2
Formula: C6H12O
Source: the Open Molecules 2025 dataset
Level of theory: wB97M-V/def2-TZVPD

The value obtained for the LUMO energy is 0.041 Ha. The SMILES is C[C@H]1CO[C@@H](C)C1. Its HOMO energy is -0.3472 Eh. Its total charge is 0. Its multiplicity is 1. For the maximum force, the calculation gives 0.58 eV/Å. Its energy relative to the best compared isomer or geometry (same formula, charge and spin) is 0.3461 eV.

Last column: Löwdin charge in e.
Atoms and positions in Å:
O (-0.7683, -0.6646, -1.3044)  -0.110
C (2.1282, 1.1320, 0.1625)  -0.070
C (-1.9281, -1.4991, 0.6424)  -0.047
C (0.6069, -0.3203, -1.2904)  -0.177
C (0.7186, 0.8825, -0.3551)  -0.364
C (-0.3098, 0.5092, 0.7005)  -0.115
C (-1.3820, -0.2729, -0.0853)  -0.389
H (0.1423, -0.1386, 1.4645)  0.121
H (0.9105, -0.1221, -2.3248)  0.129
H (2.7823, 1.4701, -0.6516)  0.079
H (1.2059, -1.1629, -0.9029)  0.128
H (2.1317, 1.8958, 0.9517)  0.080
H (-1.1041, -2.1390, 0.9838)  0.081
H (-2.2234, 0.3868, -0.3446)  0.141
H (0.3597, 1.7587, -0.9104)  0.146
H (2.5530, 0.2022, 0.5688)  0.081
H (-2.5580, -2.0900, -0.0338)  0.079
H (-2.5347, -1.2085, 1.5126)  0.083
H (-0.7305, 1.3807, 1.2165)  0.123

=====

No. 3
Formula: C6H12O
Source: the Open Molecules 2025 dataset
Level of theory: wB97M-V/def2-TZVPD

The value obtained for the LUMO energy (spin up / spin down) is 0.034 / 0.033 Ha. Its HOMO energy (spin up / spin down) is -0.2535 / -0.2481 Eh. Its total charge is 0. Its multiplicity is 1. For the maximum force, the calculation gives 5.88 eV/Å. Its energy relative to the best compared isomer or geometry (same formula, charge and spin) is 4.6186 eV.

Last column: Löwdin charge in e.
Atoms and positions in Å:
O (1.6102, -0.5098, -0.9618)  -0.078
C (-0.5490, -1.5160, -1.3108)  -0.034
C (-0.4525, 0.2240, 1.8618)  -0.083
C (0.3784, -0.9258, -0.2767)  -0.330
C (-0.8158, 1.3556, -0.3660)  -0.091
C (2.0674, 0.4182, -0.2271)  -0.084
C (0.0221, 0.3820, 0.4367)  -0.378
H (-1.4587, -0.2239, 1.9088)  0.087
H (-1.4972, -1.7982, -0.8385)  0.090
H (0.6455, -1.6894, 0.4656)  0.146
H (-0.4214, 1.4956, -1.3794)  0.081
H (-0.5192, 1.1997, 2.3599)  0.079
H (-0.1142, -2.4128, -1.7676)  0.086
H (-0.7635, -0.7919, -2.1024)  0.081
H (-0.8441, 2.3383, 0.1213)  0.079
H (1.7815, 0.6566, 0.8591)  0.107
H (0.2189, -0.4156, 2.4511)  0.078
H (2.5721, 1.1948, -0.7704)  0.084
H (-1.8605, 1.0187, -0.4633)  0.080

=====

No. 4
Formula: C6H12O
Source: the Open Molecules 2025 dataset
Level of theory: wB97M-V/def2-TZVPD

The value obtained for the LUMO energy is 0.036 Ha. The SMILES is C=CCO.C=CC. Its HOMO energy is -0.3414 Eh. Its total charge is 0. Its multiplicity is 1. For the maximum force, the calculation gives 2.79 eV/Å. Its energy relative to the best compared isomer or geometry (same formula, charge and spin) is 2.4914 eV.

Last column: Löwdin charge in e.
Atoms and positions in Å:
O (0.5583, 1.0821, 0.3819)  -0.096
C (1.9521, 0.6955, -1.4498)  -0.174
C (-1.7517, -1.1503, 0.5071)  -0.253
C (-3.0290, -0.4092, 0.2477)  -0.121
C (2.9478, 1.4915, -1.9117)  0.011
C (1.8097, 0.4606, -0.0086)  -0.286
C (-1.5007, -1.8008, 1.6906)  -0.031
H (-2.1113, -1.5097, 2.5750)  0.057
H (3.0496, 1.7996, -2.9659)  0.056
H (1.1673, 0.3703, -2.1317)  0.104
H (1.7878, -0.6005, 0.2267)  0.102
H (-2.8111, 0.6251, -0.0681)  0.077
H (3.6234, 1.9808, -1.1726)  0.067
H (-1.0091, -1.2703, -0.3135)  0.093
H (-3.6494, -0.4014, 1.1706)  0.081
H (2.6648, 0.8628, 0.6044)  0.126
H (0.4931, 1.0525, 1.3493)  0.085
H (-0.5890, -2.4382, 1.7967)  0.053
H (-3.6028, -0.8403, -0.5281)  0.051

=====

No. 5
Formula: C6H12O
Source: the Open Molecules 2025 dataset
Level of theory: wB97M-V/def2-TZVPD

The value obtained for the LUMO energy is 0.031 Ha. Its HOMO energy is -0.2601 Eh. Its total charge is 0. Its multiplicity is 1. For the maximum force, the calculation gives 0.40 eV/Å. Its energy relative to the best compared isomer or geometry (same formula, charge and spin) is 7.8286 eV.

Last column: Löwdin charge in e.
Atoms and positions in Å:
O (1.8305, 0.1384, -1.2638)  -0.088
C (-0.8251, 0.2949, 1.2296)  -0.066
C (-0.3837, 1.1007, -1.7262)  -0.053
C (0.4114, -0.1466, -1.3693)  -0.365
C (-0.7380, -1.5217, 1.2277)  -0.139
C (1.7798, 0.1739, 0.1758)  -0.200
C (0.5679, -0.7258, 0.0376)  -0.078
H (-1.1021, -2.1344, 0.4041)  0.074
H (-0.1934, 1.3729, -2.7694)  0.082
H (-1.4576, 0.9145, -1.6127)  0.083
H (0.2386, -0.9143, -2.1377)  0.134
H (2.6839, -0.2512, 0.6279)  0.113
H (-0.1098, 1.9613, -1.1071)  0.076
H (-0.6602, 0.3921, 2.3031)  0.078
H (-1.5926, -1.4551, 1.9350)  0.065
H (0.0523, -2.0356, 1.7690)  0.072
H (-1.8853, 0.3883, 0.9901)  0.076
H (1.6524, 1.2126, 0.5343)  0.109
H (-0.3160, 1.1312, 0.7614)  0.027

=====

No. 6
Formula: C6H12O
Source: the Open Molecules 2025 dataset
Level of theory: wB97M-V/def2-TZVPD

The value obtained for the LUMO energy is 0.029 Ha. Its HOMO energy is -0.3206 Eh. Its total charge is 0. Its multiplicity is 1. For the maximum force, the calculation gives 0.50 eV/Å. Its energy relative to the best compared isomer or geometry (same formula, charge and spin) is 4.4538 eV.

Last column: Löwdin charge in e.
Atoms and positions in Å:
O (2.0377, 0.8161, 1.0134)  -0.227
C (-1.2521, -1.1274, -1.2410)  -0.131
C (-0.9332, -0.3043, -0.0260)  -0.372
C (-2.1237, -1.2155, -0.0178)  -0.130
C (2.7097, 0.4672, -0.2056)  -0.074
C (-1.0943, 1.1986, -0.0365)  -0.073
C (1.7278, -0.1732, 1.7996)  0.031
H (3.0218, -0.5784, -0.1456)  0.084
H (-1.3079, 1.5836, 0.9678)  0.079
H (-0.0905, -0.6756, 0.5567)  0.077
H (-0.1831, 1.6924, -0.3966)  0.061
H (-2.0659, -2.1151, 0.5887)  0.097
H (-3.1113, -0.7640, -0.0718)  0.099
H (1.1892, 0.3582, 2.6222)  0.027
H (3.5596, 1.1467, -0.3026)  0.091
H (-0.6076, -1.9696, -1.4782)  0.095
H (-1.9178, 1.5084, -0.6922)  0.080
H (1.9973, 0.6211, -1.0224)  0.087
H (-1.6628, -0.6114, -2.1057)  0.098

=====

No. 7
Formula: C6H12O
Source: the Open Molecules 2025 dataset
Level of theory: wB97M-V/def2-TZVPD

The value obtained for the LUMO energy (spin up / spin down) is 0.036 / 0.035 Ha. Its HOMO energy (spin up / spin down) is -0.2582 / -0.2360 Eh. Its total charge is 0. Its multiplicity is 1. For the maximum force, the calculation gives 1.32 eV/Å. Its energy relative to the best compared isomer or geometry (same formula, charge and spin) is 4.0926 eV.

Last column: Löwdin charge in e.
Atoms and positions in Å:
O (0.8971, 1.0943, 0.7872)  -0.017
C (-0.6048, -0.3196, -0.2294)  -0.319
C (0.8300, 0.0387, 0.0458)  -0.335
C (-0.9108, -1.8044, -0.0239)  -0.067
C (-1.3515, 0.6311, 0.7466)  -0.138
C (2.0545, -0.5988, -0.5069)  -0.018
C (-0.2969, 1.6591, 1.0876)  -0.173
H (-0.2618, 2.2385, 2.0043)  0.097
H (2.1535, -1.6401, -0.1639)  0.081
H (2.0219, -0.6306, -1.6068)  0.086
H (-0.3333, -2.4377, -0.7079)  0.076
H (-0.6660, -2.1006, 1.0034)  0.086
H (2.9491, -0.0482, -0.2028)  0.086
H (-2.2489, 1.0626, 0.2911)  0.110
H (-1.6793, 0.0582, 1.6354)  0.114
H (0.2811, 2.3472, -1.6812)  0.071
H (-0.0178, 2.5112, -1.0092)  0.044
H (-0.8421, -0.0547, -1.2745)  0.137
H (-1.9740, -2.0063, -0.1949)  0.080

=====

No. 8
Formula: C6H12O
Source: the Open Molecules 2025 dataset
Level of theory: wB97M-V/def2-TZVPD

The value obtained for the LUMO energy is 0.031 Ha. Its HOMO energy is -0.2669 Eh. Its total charge is 0. Its multiplicity is 1. For the maximum force, the calculation gives 0.50 eV/Å. Its energy relative to the best compared isomer or geometry (same formula, charge and spin) is 5.3516 eV.

Last column: Löwdin charge in e.
Atoms and positions in Å:
O (-0.7770, -0.0035, 1.2927)  -0.073
C (1.5250, 0.1528, 0.4833)  -0.017
C (0.2139, -2.0116, 0.5144)  -0.022
C (0.1646, -0.4992, 0.4400)  -0.558
C (-1.3278, 0.5703, 0.0915)  -0.171
C (-1.0130, 2.0554, 0.0604)  -0.101
C (-0.5380, -0.3012, -1.2862)  -0.076
H (-1.2087, -1.1253, -1.5171)  0.082
H (-1.6189, 2.4705, 0.8753)  0.086
H (-1.3605, 2.4946, -0.8814)  0.075
H (0.8701, -2.4398, -0.2493)  0.091
H (-0.7886, 0.5633, -1.9039)  0.082
H (2.1739, -0.2801, -0.2861)  0.090
H (0.4737, -0.5746, -1.6629)  0.085
H (-0.7893, -2.4360, 0.4281)  0.098
H (1.4972, 1.2359, 0.3561)  0.070
H (0.0215, 2.3826, 0.2410)  0.061
H (0.6084, -2.2637, 1.5059)  0.099
H (1.9639, -0.0587, 1.4636)  0.099

=====

No. 9
Formula: C6H12O
Source: the Open Molecules 2025 dataset
Level of theory: wB97M-V/def2-TZVPD

The value obtained for the LUMO energy is 0.038 Ha. The SMILES is C=COC.C=CC. Its HOMO energy is -0.3140 Eh. Its total charge is 0. Its multiplicity is 1. For the maximum force, the calculation gives 0.30 eV/Å. Its energy relative to the best compared isomer or geometry (same formula, charge and spin) is 2.4540 eV.

Last column: Löwdin charge in e.
Atoms and positions in Å:
O (1.3087, -0.5121, 0.5683)  -0.146
C (-1.8955, 0.8605, 0.0701)  -0.047
C (-1.6119, -1.5912, -0.3361)  -0.116
C (2.2781, -0.6765, -0.4466)  -0.091
C (1.0276, 1.8245, 0.0266)  -0.007
C (0.9521, 0.7685, 0.8317)  -0.277
C (-1.8342, -0.3843, 0.5271)  -0.263
H (0.6725, 2.7797, 0.3944)  0.058
H (1.3099, 1.7653, -1.0188)  0.055
H (-1.2766, -1.2972, -1.3369)  0.074
H (3.2169, -0.2075, -0.1267)  0.099
H (-2.5386, -2.1673, -0.4422)  0.071
H (1.9650, -0.2371, -1.4002)  0.082
H (0.5210, 0.8346, 1.8271)  0.122
H (-1.9077, -0.5586, 1.6017)  0.099
H (-0.8528, -2.2533, 0.0942)  0.067
H (2.4216, -1.7499, -0.5777)  0.091
H (-1.7536, 1.0843, -0.9861)  0.067
H (-2.0026, 1.7175, 0.7303)  0.061

=====

No. 10
Formula: C6H12O
Source: the Open Molecules 2025 dataset
Level of theory: wB97M-V/def2-TZVPD

The value obtained for the LUMO energy is 0.043 Ha. The SMILES is CCO[C@H]1C[C@H]1C. Its HOMO energy is -0.3404 Eh. Its total charge is 0. Its multiplicity is 1. For the maximum force, the calculation gives 0.26 eV/Å. Its energy relative to the best compared isomer or geometry (same formula, charge and spin) is 1.4587 eV.

Last column: Löwdin charge in e.
Atoms and positions in Å:
O (-0.2446, 0.9623, 0.0637)  -0.107
C (-0.7860, 1.4346, -2.1992)  -0.073
C (0.1043, -0.1289, 2.2468)  -0.057
C (0.6253, -1.0809, 1.1925)  -0.271
C (0.3136, 1.0409, -1.2354)  -0.282
C (-0.3681, -1.9300, 0.4263)  -0.063
C (0.6524, 0.4072, 0.9704)  -0.333
H (0.6721, 0.0299, 3.1588)  0.101
H (-1.5687, 0.6701, -2.2074)  0.077
H (-1.2371, 2.3828, -1.8918)  0.078
H (-0.9754, -0.0936, 2.3667)  0.112
H (1.1284, 1.7835, -1.2446)  0.121
H (1.5868, -1.5512, 1.3910)  0.130
H (1.6189, 0.9158, 1.0067)  0.149
H (-0.1862, -1.9026, -0.6548)  0.069
H (-1.3933, -1.5866, 0.5959)  0.081
H (0.7561, 0.0731, -1.5190)  0.117
H (-0.3926, 1.5480, -3.2146)  0.076
H (-0.3058, -2.9746, 0.7482)  0.075

=====

No. 11
Formula: C6H12O
Source: the Open Molecules 2025 dataset
Level of theory: wB97M-V/def2-TZVPD

The value obtained for the LUMO energy is 0.033 Ha. The SMILES is CC/C(C)=C(/C)O. Its HOMO energy is -0.2744 Eh. Its total charge is 0. Its multiplicity is 1. For the maximum force, the calculation gives 3.82 eV/Å. Its energy relative to the best compared isomer or geometry (same formula, charge and spin) is 3.5386 eV.

Last column: Löwdin charge in e.
Atoms and positions in Å:
O (2.0378, -0.1301, -1.1726)  -0.007
C (-0.2933, -0.3712, -0.3290)  -0.303
C (0.6789, 1.7875, -1.1859)  -0.034
C (-0.0119, -1.2215, 0.8321)  -0.226
C (-1.6712, -0.2268, -0.8990)  -0.052
C (-0.0289, -0.5915, 2.2270)  -0.116
C (0.8308, 0.3812, -0.6630)  -0.332
H (-0.6105, -2.1438, 0.8562)  0.109
H (-2.2545, 0.5260, -0.3569)  0.080
H (0.3792, -1.2878, 2.9648)  0.068
H (0.5979, 0.3033, 2.2650)  0.074
H (1.2241, -0.9754, 0.5997)  0.163
H (-1.0538, -0.3359, 2.5191)  0.071
H (-2.2130, -1.1739, -0.8016)  0.081
H (2.0920, -1.0668, -0.9346)  0.097
H (1.6306, 2.3235, -1.1470)  0.083
H (-0.0408, 2.3543, -0.5910)  0.081
H (0.3545, 1.7816, -2.2313)  0.085
H (-1.6479, 0.0672, -1.9521)  0.077

=====

No. 12
Formula: C6H12O
Source: the Open Molecules 2025 dataset
Level of theory: wB97M-V/def2-TZVPD

The value obtained for the LUMO energy is -0.003 Ha. The SMILES is C=C/C=C/CC.O. Its HOMO energy is -0.2797 Eh. Its total charge is 0. Its multiplicity is 1. For the maximum force, the calculation gives 3.17 eV/Å. Its energy relative to the best compared isomer or geometry (same formula, charge and spin) is 4.4771 eV.

Last column: Löwdin charge in e.
Atoms and positions in Å:
O (3.7753, 0.0636, -0.7511)  -0.055
C (-0.8570, 0.8092, 0.7597)  -0.096
C (-0.2802, -0.0721, -0.1048)  -0.132
C (0.0696, -0.2784, -2.6029)  0.000
C (-1.5858, 0.3210, 1.9932)  -0.239
C (0.1350, 0.4117, -1.4056)  -0.227
C (-2.0186, -1.1952, 1.9104)  -0.108
H (-2.9282, -1.2254, 2.5199)  0.062
H (-1.1814, 0.6565, 2.9532)  0.105
H (-1.4038, -1.8807, 2.4982)  0.070
H (4.5159, 0.6557, -0.6614)  0.026
H (0.8850, -0.2693, -3.3171)  0.043
H (-2.2384, -1.3885, 0.8691)  0.063
H (-0.1281, -1.1314, 0.0694)  0.110
H (-0.3759, 1.7811, 0.8478)  0.109
H (0.2055, 1.4944, -1.5715)  0.109
H (2.8890, 0.4174, -0.7830)  0.002
H (-0.9108, -0.6809, -2.8839)  0.059
H (-2.5723, 0.7929, 1.9465)  0.098

=====

No. 13
Formula: C6H12O
Source: the Open Molecules 2025 dataset
Level of theory: wB97M-V/def2-TZVPD

The value obtained for the LUMO energy is 0.035 Ha. The SMILES is CC1(O)CCCC1. Its HOMO energy is -0.3732 Eh. Its total charge is 0. Its multiplicity is 1. For the maximum force, the calculation gives 0.32 eV/Å. Its energy relative to the best compared isomer or geometry (same formula, charge and spin) is 0.0148 eV.

Last column: Löwdin charge in e.
Atoms and positions in Å:
O (0.6818, 0.4949, 1.6564)  -0.024
C (0.7643, -1.3046, -1.0194)  -0.176
C (-0.4865, 2.0232, 0.1823)  -0.032
C (-1.0637, -0.4670, 0.2789)  -0.139
C (0.0337, 0.6040, 0.3851)  -0.581
C (1.0919, 0.1621, -0.6505)  -0.112
C (-0.2846, -1.7537, 0.0100)  -0.189
H (-0.8654, 2.1637, -0.8362)  0.085
H (2.0790, 0.2628, -0.1903)  0.118
H (-1.3095, 2.2391, 0.8763)  0.084
H (0.0112, 0.6378, 2.3377)  0.097
H (-0.9129, -2.5751, -0.3491)  0.106
H (0.3295, -1.3495, -2.0256)  0.106
H (1.0728, 0.8099, -1.5335)  0.112
H (-1.7245, -0.2372, -0.5683)  0.124
H (0.2069, -2.0779, 0.9338)  0.111
H (0.3115, 2.7511, 0.3620)  0.088
H (-1.6864, -0.4983, 1.1825)  0.119
H (1.6506, -1.9465, -1.0245)  0.105